i | Below is the molecule C4H5NO2S, with properties calculated with ωB97M-V/def2-TZVPD.

The geometry in XYZ format:
```
13
Properties=species:S:1:pos:R:3:lowdin_charge:R:1
C -2.79195 0.08422 -0.66561 -0.247
C -0.43932 -0.74226 0.19241 -0.601
C 0.91592 -0.24119 -0.12202 -0.064
C -1.73706 0.56738 0.05148 -0.665
N -3.67438 -0.41486 -1.18130 0.185
O -0.49194 -2.15062 0.06207 -0.034
O -1.17494 1.80569 -0.12376 -0.011
S -1.28873 -0.08400 1.69597 0.964
H 0.83007 0.82900 -0.34420 0.084
H 1.39926 -0.76757 -0.99047 0.117
H 1.51642 -0.34481 0.71808 0.059
H -1.31792 -2.55008 0.44627 0.121
H -1.74993 2.42604 0.27695 0.092
```

Output
Charge ... 0
Gap between HOMO and LUMO ... 9.64 eV
Structure (SMILES) ... C[C@@]1(O)S[C@]1(O)C#N


ii | Below is the molecule C4H5NO2S, with properties calculated with ωB97M-V/def2-TZVPD.

The geometry in XYZ format:
```
13
Properties=species:S:1:pos:R:3:lowdin_charge:R:1
C 1.75563 0.62932 -0.20025 -0.293
C 2.13890 -0.63283 -0.04099 -0.616
C -0.41215 -0.33355 0.08284 -0.676
C -1.84798 -0.45429 -0.19355 -0.098
N 0.15967 0.80784 -0.05085 0.094
O 2.49674 1.77309 -0.17699 0.081
O 3.36722 -1.13735 0.04428 0.039
S 0.75760 -1.69831 0.30238 1.036
H -2.36771 0.37707 0.33526 0.100
H -2.04827 -0.62313 -1.26199 0.088
H -2.14898 -1.48649 0.14062 0.081
H 1.93464 2.45396 0.03076 0.056
H 3.84696 -0.32033 -0.10106 0.109
```

Output
Charge ... 0
Gap between HOMO and LUMO ... 8.99 eV
Structure (SMILES) ... Cc1nc(O)c(O)s1


iii | Below is the molecule C4H5NO2S, with properties calculated with ωB97M-V/def2-TZVPD.

The geometry in XYZ format:
```
13
Properties=species:S:1:pos:R:3:lowdin_charge:R:1
C -1.39635 -1.31107 0.06788 -0.480
C -1.82556 -0.07567 0.12409 -0.229
C 0.35528 0.89604 0.31449 -0.134
C 1.10764 -0.18834 0.25440 -0.653
N 2.54546 -0.22410 0.35008 0.022
O -2.96184 0.55109 0.30392 0.092
O 0.51993 2.21242 0.25605 0.044
S 0.29749 -1.74601 0.22741 0.910
H -1.97850 -2.33399 0.20502 0.102
H 2.78076 -0.98186 0.99039 0.062
H 2.98008 -0.53543 -0.50951 0.073
H -3.64058 0.12566 0.66658 0.041
H 0.04434 2.75904 0.94137 0.150
```

Output
Charge ... 0
Gap between HOMO and LUMO ... 8.16 eV


iv | Below is the molecule C4H5NO2S, with properties calculated with ωB97M-V/def2-TZVPD.

The geometry in XYZ format:
```
13
Properties=species:S:1:pos:R:3:lowdin_charge:R:1
C -1.21330 -0.85980 -0.30299 -0.108
C -2.38889 -0.29165 -0.11942 0.045
C 0.07411 -0.09436 -0.38508 -0.319
C 0.24823 1.12512 0.49421 -0.577
N -3.75892 -0.27342 0.00549 -0.445
O -4.44121 0.03994 -0.93751 0.112
O -4.10278 -0.54612 1.12512 0.111
S -1.13832 2.34693 0.12920 0.602
H -1.33251 -1.94500 -0.67677 0.162
H 1.05958 -0.58300 -0.17909 0.118
H 0.12126 0.07387 -1.53386 0.148
H 0.03016 0.81852 1.60138 0.109
H 1.06922 1.72895 0.18954 0.042
```

Output
Charge ... 0
Gap between HOMO and LUMO (spin up / spin down) ... 6.31 / 6.30 eV


Tell me which of them is the least stable. Sure, it is iv.


i | Below is a cluster of 2 separate species, C4H5NO2S in total, with properties calculated with ωB97M-V/def2-TZVPD.

The geometry in XYZ format:
```
13
Properties=species:S:1:pos:R:3:lowdin_charge:R:1
C -1.20414 1.73646 0.41338 0.034
C -1.36219 0.62257 -0.12653 -0.038
C 2.63281 0.62569 0.51428 -0.762
C 2.68895 -0.66466 0.75789 -0.064
N -1.24103 -0.58670 -0.54454 -0.324
O -0.87671 -1.55053 0.19022 -0.048
O -1.66161 -0.83042 -1.85529 0.082
S 2.52347 2.12914 0.16986 0.769
H -0.12928 2.14876 0.60852 0.049
H -1.90548 2.22809 1.07641 0.069
H -1.29712 -1.71259 -1.92747 0.104
H 2.42782 -1.11992 1.78730 0.111
H 2.88278 -1.35800 0.04396 0.017
```

Output
Charge ... 0
Gap between HOMO and LUMO ... 8.45 eV
Structure (SMILES) ... C=C=[N+]([O-])O.C=C=S


ii | Below is the molecule C4H5NO2S, with properties calculated with ωB97M-V/def2-TZVPD.

The geometry in XYZ format:
```
13
Properties=species:S:1:pos:R:3:lowdin_charge:R:1
C -0.71583 0.99856 0.14597 -0.070
C -0.21618 -0.26922 0.02508 -0.256
C 0.56397 -1.05412 -2.02388 -0.741
C 0.43867 -0.98154 1.10015 -0.211
H -0.12908 1.34631 2.07216 0.097
H -1.00900 2.64923 1.31862 0.112
H -1.24387 1.44171 -0.68579 0.142
H 1.47517 -0.56265 -1.65829 0.085
H 0.74920 -2.01696 0.87786 0.135
N -0.59337 1.73355 1.25160 0.124
O -0.46153 -0.95596 -1.17580 -0.107
O 0.66019 -0.48773 2.19111 0.013
S 0.48166 -1.84117 -3.43879 0.677
```

Output
Charge ... 0
Gap between HOMO and LUMO ... 8.91 eV
Structure (SMILES) ... N/C=C(\C=O)OC=S


iii | Below is the molecule C4H5NO2S, with properties calculated with ωB97M-V/def2-TZVPD.

The geometry in XYZ format:
```
13
Properties=species:S:1:pos:R:3:lowdin_charge:R:1
C 0.46704 1.09775 -1.77722 -0.149
C -0.77661 0.59427 -0.94637 -0.238
C -0.92747 -0.95979 -1.00436 -0.065
C -0.01986 -0.26760 1.05662 -0.948
H 1.17033 1.80641 -1.26025 0.146
H -1.60781 1.12656 -1.30332 0.137
H -0.72738 -1.47529 -1.92871 0.116
H -2.00878 -1.14499 -0.83653 0.126
H 0.11323 -2.20444 0.41067 0.119
N -0.02879 -1.26941 0.14957 0.041
O 0.57947 0.70257 -2.91961 0.058
O -0.52164 0.86700 0.41474 -0.066
S 0.64629 -0.28542 2.49613 0.723
```

Output
Charge ... 0
Gap between HOMO and LUMO ... 9.43 eV
Structure (SMILES) ... O=C[C@H]1CNC(=S)O1


iv | Below is the molecule C4H5NO2S, with properties calculated with ωB97M-V/def2-TZVPD.

The geometry in XYZ format:
```
13
Properties=species:S:1:pos:R:3:lowdin_charge:R:1
C 2.51825 -0.49393 -0.10853 -0.546
C -0.17093 -0.28450 0.66423 -0.622
C -0.67472 0.90369 -0.07590 -0.168
C -1.91676 0.22166 -0.63717 -0.141
H 3.37049 -1.06218 -0.47783 0.074
H 0.38542 -0.30849 1.63841 0.142
H 0.03321 1.30085 -0.94140 0.157
H -1.11484 1.72997 0.52408 0.131
H -2.45841 0.57827 -1.60206 0.144
N -2.34000 -0.78885 0.10010 0.059
O 2.80338 0.54579 0.41145 -0.003
O -1.32557 -1.01998 0.88694 -0.195
S 0.89047 -1.32231 -0.38232 0.968
```

Output
Charge ... 0
Gap between HOMO and LUMO ... 10.15 eV
Structure (SMILES) ... O=CS[C@H]1CC=NO1


Tell me which of them is the least stable. Sure, it is i.


i | Below is the molecule C4H5NO2S, with properties calculated with ωB97M-V/def2-TZVPD.

The geometry in XYZ format:
```
13
Properties=species:S:1:pos:R:3:lowdin_charge:R:1
C 2.19275 0.23183 -0.05604 -0.017
C 0.81708 -0.24714 -0.23956 -0.475
C -2.00449 -0.40422 0.23545 -0.396
C -1.29550 0.77843 -0.17071 -0.572
H 2.97250 -0.67373 0.03588 0.136
H 2.68028 0.87383 -0.76617 0.074
H 2.30211 0.66305 0.96793 0.100
H -3.09453 -0.11245 -0.06004 0.159
H -1.95806 -0.40901 1.30269 0.085
N 0.45402 -1.48674 -0.24476 -0.227
O -1.87134 1.84738 -0.36810 0.109
O -0.00230 0.82823 -0.31679 0.115
S -1.19251 -1.88945 -0.31978 0.911
```

Output
Charge ... 0
Gap between HOMO and LUMO ... 9.60 eV
Structure (SMILES) ... CC1=NSCC(=O)O1


ii | Below is a structure of composition C4H5NO2S, with properties calculated with ωB97M-V/def2-TZVPD.

The geometry in XYZ format:
```
13
Properties=species:S:1:pos:R:3:lowdin_charge:R:1
C -1.14454 0.25325 0.69029 -0.273
C -0.00183 0.04820 -0.06091 -0.419
C -0.08066 1.18530 1.57894 -0.076
C 0.18999 -1.05161 -1.10544 -0.007
N 0.75910 1.03140 0.33841 0.126
O -3.39841 0.72558 1.98934 -0.307
O -3.22113 -1.15484 0.34714 -0.323
S -2.61102 -0.21707 1.23862 0.811
H -0.37082 2.14882 1.77748 0.068
H 0.36268 0.53543 2.39024 0.130
H 1.28988 -1.29267 -1.17165 0.097
H -0.32773 -0.79505 -2.06204 0.096
H -0.39036 -1.92399 -0.76621 0.077
```

Output
Charge ... 0
Gap between HOMO and LUMO (spin up / spin down) ... 7.92 / 7.92 eV


iii | Below is the molecule C4H5NO2S, with properties calculated with ωB97M-V/def2-TZVPD.

The geometry in XYZ format:
```
13
Properties=species:S:1:pos:R:3:lowdin_charge:R:1
C -0.36144 1.45193 0.29028 -0.004
C 0.02700 0.21472 -0.52417 -0.328
C 1.19184 -0.48984 -0.28382 -0.812
C -1.12133 -0.54690 -0.32695 -0.486
H 0.34763 2.31068 0.14645 0.110
H -1.29091 1.90004 0.32155 0.057
H -0.39587 1.16760 1.40502 0.134
H -0.12814 0.49325 -1.54590 0.186
H 1.13037 -2.29172 0.99002 0.237
N 0.68130 -1.66435 0.16315 -0.020
O -0.66395 -1.88455 -0.00863 0.048
O -2.24998 -0.40787 -0.38239 0.232
S 2.83347 -0.25300 -0.24461 0.646
```

Output
Charge ... 0
Gap between HOMO and LUMO ... 8.84 eV
Structure (SMILES) ... C[C@@H]1C(=O)ONC1=S


Tell me which of them is the least stable. Sure, it is ii.


i | Below is the molecule C4H2O3, with properties calculated with ωB97M-V/def2-TZVPD.

The geometry in XYZ format:
```
9
Properties=species:S:1:pos:R:3:lowdin_charge:R:1
C 0.06174 -1.16639 -2.15233 -0.139
C 0.65769 -0.20804 -1.25749 -0.287
C -1.18351 -1.13450 -1.80375 -0.151
C 0.21845 0.06304 -0.06210 0.097
O -2.18666 -1.29098 -1.29201 0.253
O 0.98693 -0.78054 -3.17998 0.060
O 1.54430 0.21090 -2.26246 0.082
H -0.51154 -0.50915 0.28440 0.031
H 0.66184 0.74584 0.55242 0.053
```

Output
Charge ... 0
Gap between HOMO and LUMO ... 8.29 eV
Structure (SMILES) ... C=c1ooc1=C=O


ii | Below is the molecule C4H2O3, with properties calculated with ωB97M-V/def2-TZVPD.

The geometry in XYZ format:
```
9
Properties=species:S:1:pos:R:3:lowdin_charge:R:1
C -0.96709 -0.17904 0.03037 -0.322
C 0.23332 0.64025 -0.08056 -0.442
C 1.34874 -0.01243 0.21171 -0.036
C 2.41977 -0.55376 0.03193 0.242
H -1.23270 -2.21427 -0.29921 0.119
H 3.42136 -0.80244 0.11840 0.037
O -0.56158 -1.54138 -0.15119 0.063
O -2.15332 0.18029 0.18217 0.126
O 0.16526 1.81691 -0.15346 0.213
```

Output
Charge ... 0
Gap between HOMO and LUMO ... 9.58 eV
Structure (SMILES) ... C#CC(=O)C(=O)O


Tell me which of them is the least stable. Sure, it is i.


i | Below is the molecule CH3N3S, with properties calculated with ωB97M-V/def2-TZVPD.

The geometry in XYZ format:
```
8
Properties=species:S:1:pos:R:3:lowdin_charge:R:1
C 1.63382 -0.86282 -0.02054 -0.596
N -0.10360 -0.63391 0.04951 -0.056
N -0.34708 0.53784 -0.02254 -0.222
N -1.64423 0.79050 0.14519 0.011
S 2.50228 0.48340 0.07578 0.628
H 2.07698 -1.90084 0.12943 0.041
H -2.30994 -0.00078 0.11276 0.102
H -1.80823 1.58659 -0.46959 0.092
```

Output
Charge ... 0
Gap between HOMO and LUMO ... 8.24 eV
Structure (SMILES) ... N/N=N/C=S


ii | Below is a cluster of 2 separate species, CH3N3S in total, with properties calculated with ωB97M-V/def2-TZVPD.

The geometry in XYZ format:
```
8
Properties=species:S:1:pos:R:3:lowdin_charge:R:1
C -0.64669 0.34072 -0.99702 -0.633
N -0.44550 -0.18255 1.35039 0.189
N 0.52244 -0.57817 1.71328 -0.279
N 1.67251 -0.82362 1.91899 0.121
S 0.46933 -0.18956 -2.04944 0.587
H -1.51829 -0.16400 -0.75375 -0.030
H -0.51486 1.25332 -0.49781 -0.024
H 1.98903 -1.40596 2.65790 0.068
```

Output
Charge ... 0
Gap between HOMO and LUMO ... 8.43 eV


Tell me which of them is the least stable. Sure, it is i.